Molecular formula: C52H52ClN5O3P2Ti
Method: DFT, ωB97M-V/def2-TZVPD

Each line ends with the Mulliken spin population.
Cartesian coordinates (Å):
Ti 2.57733 -0.38718 0.02450  0.85
C 3.47156 1.21418 2.79340  0.02
P 2.02076 0.22201 3.61013  0.00
C 3.14281 -0.56599 4.90210  0.00
C 2.67646 -0.78342 6.24055  0.00
C 3.55764 -1.33183 7.17244  0.00
C 4.89575 -1.54376 6.88031  0.00
C 5.36437 -1.20239 5.64237  0.00
C 4.47877 -0.92560 4.58861  0.00
C 1.19955 1.59692 4.50421  0.00
C -0.00625 2.12160 4.00001  0.00
C -0.60410 3.25644 4.57379  0.00
C -0.01608 3.78531 5.70275  0.00
C 1.15450 3.31149 6.23153  0.00
C 1.80651 2.25387 5.55670  0.00
C 3.14028 2.14465 1.69314  -0.01
C 3.25926 3.53724 1.61332  0.00
C 2.92497 3.85598 0.29581  0.00
C 2.49553 2.69695 -0.35688  0.00
C 2.07888 2.61380 -1.77189  0.01
P 0.16838 2.44554 -1.86707  0.01
C -0.30186 4.19377 -1.63337  0.00
C 0.41036 5.23013 -2.25316  0.00
C 0.18591 6.48960 -1.73088  0.00
C -0.49653 6.70279 -0.59649  0.00
C -1.20630 5.69431 0.00587  0.00
C -1.12148 4.43441 -0.53423  0.00
C 0.06822 2.27726 -3.64324  0.00
C 0.79752 1.19632 -4.22237  0.00
C 0.67101 0.85749 -5.57258  0.00
C -0.18267 1.62465 -6.41945  0.00
C -0.90941 2.67211 -5.84146  0.00
C -0.83283 3.01648 -4.44175  0.00
N 2.68220 1.60387 0.50485  0.01
H 4.22379 0.48155 2.34886  0.00
H 4.03312 1.77171 3.58826  0.00
H 1.69938 -0.53575 6.61923  0.00
H 3.13859 -1.62998 8.16402  0.00
H 5.53918 -1.98388 7.67497  0.00
H 6.38223 -1.38818 5.38276  0.00
H 4.89066 -0.91982 3.57283  0.00
H -0.40358 1.53971 3.19527  0.00
H -1.52996 3.58292 4.16588  0.00
H -0.41887 4.69008 6.03439  0.00
H 1.61247 3.58757 7.18790  0.00
H 2.82503 1.88751 5.86373  0.00
H 3.58116 4.23864 2.38271  0.00
H 2.89283 4.87752 0.01698  0.00
H 2.43639 1.74684 -2.36821  0.01
H 2.34534 3.53612 -2.31923  0.00
H 1.04828 5.08074 -3.11011  0.00
H 0.53281 7.33981 -2.33009  0.00
H -0.40126 7.69733 -0.14845  0.00
H -1.99510 5.93931 0.74091  0.00
H -1.59370 3.55645 -0.01242  0.00
H 1.45492 0.64221 -3.59901  0.01
H 1.17541 0.02380 -5.96340  0.00
H -0.37176 1.37212 -7.45303  0.00
H -1.63127 3.27118 -6.45651  0.00
H -1.36692 3.84100 -4.08151  0.00
O 4.87097 -1.44790 -2.87326  0.00
C 4.29458 -1.31817 -1.81365  0.01
O 3.19278 -0.52030 -1.70240  0.02
C 4.75084 -1.87008 -0.50840  0.03
C 6.04878 -2.36357 -0.30753  -0.01
C 6.35078 -2.73293 1.02732  0.02
C 5.33230 -2.92080 1.98643  -0.01
C 4.06838 -2.51982 1.64564  0.02
N 3.79056 -1.92777 0.45988  0.01
H 6.63432 -2.65205 -1.18779  0.00
H 7.35523 -3.07067 1.28461  0.00
H 5.53798 -3.31574 2.98392  0.00
H 3.25223 -2.66582 2.33831  0.00
C -4.82938 -4.96759 -0.30903  0.00
C -3.47595 -4.89166 -0.98919  0.00
C -2.43775 -5.52946 -0.08701  0.00
C -3.49955 -5.71651 -2.31082  0.00
C -3.09237 -3.32532 -1.31951  0.00
O -3.21149 -2.47106 -0.15259  0.00
C -4.01875 -2.84988 -2.50051  0.00
C -3.90244 -1.37972 -2.96519  0.00
C -5.15583 -0.52168 -2.92885  0.00
C -6.29824 -0.78639 -3.66357  0.00
C -7.35718 0.10108 -3.59128  0.00
C -7.36590 1.23805 -2.71921  0.00
Cl -8.78625 2.17849 -2.56275  0.00
C -6.19465 1.47557 -2.01814  0.00
C -5.05209 0.66372 -2.18642  0.00
C -1.59952 -3.30542 -1.68395  0.00
N -0.65455 -2.52226 -0.83652  0.00
C 0.08731 -1.43864 -1.03275  0.02
N 0.69196 -1.06881 0.12837  0.02
C 0.27626 -2.02664 1.01896  0.01
N -0.49203 -2.94350 0.49677  0.00
H -4.99046 -6.00572 0.05533  0.00
H -5.61996 -4.53077 -0.90837  0.00
H -4.79824 -4.30105 0.56242  0.00
H -2.84400 -6.28272 0.58183  0.00
H -1.96460 -4.79326 0.51069  0.00
H -1.71228 -6.05976 -0.67996  0.00
H -3.18713 -6.74072 -2.07536  0.00
H -2.64726 -5.34383 -2.90711  0.00
H -4.44757 -5.76112 -2.83122  0.00
H -4.05905 -1.96987 -0.16521  0.00
H -5.05276 -3.19834 -2.21355  0.00
H -3.79345 -3.43391 -3.39033  0.00
H -3.57124 -1.41748 -4.02961  0.00
H -3.16550 -0.73552 -2.46336  0.00
H -6.40830 -1.61082 -4.38820  0.00
H -8.24320 -0.09750 -4.10486  0.00
H -6.15591 2.44483 -1.40376  0.00
H -4.10311 0.96439 -1.72264  0.00
H -1.48052 -2.92358 -2.69902  0.00
H -1.23211 -4.30172 -1.66640  0.00
H 0.09114 -0.99046 -1.96305  -0.01
H 0.62390 -2.05330 2.03360  0.00

Properties
- Energy above the lowest of the compared OMol25 structures with the same formula, charge and spin: 70.8 kcal per mole
- Molecular weight: 940.29 g mol⁻¹
- Energy: -4504.3553 Ha
- 2S+1: 2
- Charge: +1
- Orbital gap (spin up / spin down): 5.24 / 5.23 eV
- ⟨S²⟩: 0.753